i.
DFT (ωB97M-V with the def2-TZVPD basis set) results for a 2-piece molecular cluster, C2H8S overall.

Its HOMO-LUMO gap is 10.77 eV. As for the SMILES: CC.S. For the HOMO energy, the calculation gives -9.82 eV. Its LUMO energy is 0.9539 eV.

Last column: Mulliken charge in e.
Geometry (Å):
C -0.550 0.183 3.630  -0.770
C 0.419 -1.026 3.869  -0.755
H -0.036 0.867 2.963  0.251
H -0.907 0.649 4.547  0.263
H -1.464 -0.213 3.190  0.253
H 1.446 -0.695 3.805  0.260
H 0.170 -1.466 4.832  0.255
H 0.231 -1.757 3.087  0.244
S 0.129 0.365 -3.760  -0.288
H -1.171 0.364 -4.149  0.146
H -0.030 1.653 -3.448  0.142

***

ii.
DFT (ωB97M-V with the def2-TZVPD basis set) results for a 2-piece molecular cluster, C2H8S overall.

Its HOMO-LUMO gap is 10.60 eV. As for the SMILES: CC.S. For the HOMO energy, the calculation gives -9.80 eV. Its LUMO energy is 0.7977 eV.

Last column: Mulliken charge in e.
Geometry (Å):
C 1.087 0.730 -0.046  -0.738
C 1.669 -0.623 -0.503  -0.817
H 0.114 0.798 -0.491  0.215
H 1.718 1.600 -0.304  0.260
H 0.960 0.894 1.036  0.273
H 0.986 -1.063 -1.234  0.251
H 2.673 -0.640 -0.900  0.301
H 1.866 -1.339 0.318  0.256
S -3.942 -0.489 1.187  -0.282
H -2.698 -0.327 0.562  0.140
H -4.433 0.459 0.375  0.141

***

iii.
DFT (ωB97M-V with the def2-TZVPD basis set) results for a 2-piece molecular cluster, C2H8S overall.

Its HOMO-LUMO gap is 10.65 eV. As for the SMILES: CC.S. For the HOMO energy, the calculation gives -9.79 eV. Its LUMO energy is 0.8530 eV.

Last column: Mulliken charge in e.
Geometry (Å):
C -1.206 0.062 0.054  -0.883
C -0.699 -0.816 -1.083  -0.778
H -1.015 -0.353 1.042  0.305
H -2.286 0.230 0.046  0.307
H -0.816 1.078 0.081  0.240
H -1.506 -1.311 -1.620  0.311
H -0.124 -0.255 -1.814  0.261
H -0.036 -1.574 -0.663  0.243
S 2.005 1.017 1.038  -0.299
H 3.039 0.160 0.970  0.144
H 2.643 1.762 1.950  0.149

***

Which of them is least stable? Easy: ii.